No. 1
128
Properties=species:S:1:pos:R:3:forces:R:3:mulliken_charge:R:1 method="wB97M-V/def2-TZVPD" lumo_energy_ha=0.079 orbital_gap_ev=6.5 fmax_ev_per_a=1.862 total_charge=-1 relative_energy_kcal_mol=115.6 spin_multiplicity=1 mol_weight_da=1281.0 total_energy_ha=-4069.0163
Ta 0.0702 1.5398 0.7538 0.2629 -1.7600 0.5494 1.0636
C 1.7373 -4.0400 4.4591 0.0084 -0.0208 0.0414 -2.0568
C 0.6324 -3.2076 3.8360 0.0397 -0.0546 0.0266 1.7783
C -0.3376 -3.8144 1.9538 -0.0313 -0.0242 -0.1052 -0.8089
C -1.3184 -2.9768 1.2164 -0.0828 0.0796 0.0622 -0.7254
C -1.1236 -1.6504 1.4198 0.0005 0.0371 -0.0579 0.4088
N -1.6760 -0.4501 1.0945 -0.1823 0.3115 -0.2860 0.9237
C -2.9759 -0.3594 0.6217 0.1526 0.0228 -0.0015 0.0289
C -3.7719 -1.4524 0.2279 0.0608 -0.0427 -0.0462 -0.4434
C -5.0020 -1.3071 -0.3898 -0.0191 -0.0027 -0.0036 -1.5992
C -5.5516 -0.0615 -0.6312 0.0316 -0.0119 -0.0063 0.5210
C -6.8569 0.1193 -1.3548 -0.0594 -0.0032 -0.0140 -1.6470
C -4.8549 1.0244 -0.1180 -0.0387 -0.0061 0.0545 -0.7410
C -3.6316 0.9001 0.5225 -0.0717 0.0305 -0.0467 -0.4706
C -3.0606 2.0665 1.3013 0.1841 -0.1789 -0.1138 1.3602
O -1.6884 2.1217 1.2151 -0.5137 0.7574 0.4622 -0.2848
C -3.5093 1.8776 2.7909 -0.1427 -0.0453 0.0175 0.0890
F -4.8346 1.6451 2.8627 0.0408 -0.0066 0.0015 -0.3432
F -3.2760 2.9643 3.5422 0.0796 -0.0354 0.0166 -0.2935
F -2.9082 0.8350 3.3629 0.0520 0.0750 0.0102 0.1934
C -3.6001 3.4592 0.8491 -0.0913 0.0598 0.0167 0.2749
F -4.8784 3.6783 1.2291 0.0740 0.0165 -0.0131 -0.2941
F -3.5574 3.5992 -0.4778 -0.0404 -0.0091 0.0171 -0.1900
F -2.8760 4.4528 1.3820 0.0213 -0.0242 -0.0413 -0.2063
C 0.1643 -0.7799 3.5804 -0.0704 -0.0628 -0.0013 0.5466
C 0.4397 -1.9027 4.5653 -0.1194 0.0451 0.0745 -0.9145
C 0.8905 0.6088 3.7503 0.2682 -0.4023 -0.0672 0.3284
O 1.2166 1.1739 2.5635 -0.5503 0.6467 0.6392 -0.6969
C 0.1503 1.7100 4.5832 0.0844 0.0521 0.1960 0.4610
F -0.4653 1.2973 5.7110 0.0348 -0.0480 -0.0127 -0.3351
F 1.0203 2.6622 4.9863 0.0078 -0.0094 0.0124 -0.2954
F -0.7486 2.3291 3.8361 -0.2235 0.0029 -0.0796 0.0569
C 2.2523 0.3545 4.4867 0.1811 -0.1013 -0.1437 0.1432
F 2.8779 -0.7138 3.9533 -0.0076 0.0402 0.0491 -0.1469
F 3.1132 1.3696 4.3798 -0.0168 -0.0631 -0.0305 -0.2322
F 2.1052 0.1200 5.8131 -0.0159 0.0337 -0.0483 -0.3049
H 1.4815 -4.2762 5.4950 -0.0122 -0.0086 -0.0035 0.4410
H 2.6869 -3.5004 4.4570 -0.0075 0.0131 0.0074 0.3972
H 1.8772 -4.9857 3.9303 0.0013 0.0100 -0.0213 0.4919
H -0.0362 -4.7279 1.4379 -0.0057 0.0157 -0.0065 0.5697
H -2.1490 -3.4503 0.7259 0.0631 -0.0369 -0.0379 0.1954
H -3.4263 -2.4506 0.3983 0.0066 0.0244 -0.0624 0.3559
H -5.5377 -2.2006 -0.6958 -0.0009 -0.0016 -0.0042 0.2927
H -7.2416 -0.8388 -1.7067 0.0020 -0.0032 0.0067 0.3887
H -6.7462 0.7707 -2.2244 0.0111 0.0007 -0.0007 0.3267
H -7.6187 0.5657 -0.7109 0.0051 0.0106 0.0113 0.3202
H -5.3249 1.9949 -0.1914 0.0157 -0.0017 -0.0181 0.4926
H 1.0487 -1.7418 5.4407 0.0080 0.0354 -0.0055 0.6354
C 1.5263 -2.6174 -6.2449 -0.0124 -0.0351 -0.0243 -1.5597
C 2.5080 -1.5927 -5.7546 -0.0207 0.0566 0.0092 1.0891
C 3.7356 -1.4114 -6.3747 -0.0031 -0.0397 -0.0559 -0.7656
C 4.6508 -0.4739 -5.9192 -0.0105 0.0202 0.0515 -0.7748
C 4.3370 0.2867 -4.8037 0.0094 0.0175 -0.0340 -1.2060
C 3.1228 0.1202 -4.1565 -0.0842 -0.0437 0.0425 -0.1139
C 2.1966 -0.8056 -4.6364 0.1183 -0.0796 0.0206 0.4150
N 0.9473 -1.0192 -4.0188 0.0101 0.1874 -0.0689 -0.1858
C 0.5458 -0.2857 -2.8705 0.0118 -0.1009 0.2169 -0.4611
N 0.3728 1.0169 -3.2099 0.0015 0.0397 -0.1201 0.4930
C -0.0070 2.2471 -2.6237 0.0777 -0.0076 -0.0587 0.1856
C -0.3325 2.4806 -1.2830 -0.1687 0.0822 -0.0605 -0.3890
C -0.8004 3.7857 -1.0293 -0.1402 0.0799 -0.0775 0.0743
C -0.9136 4.7894 -1.9687 0.0716 -0.0978 -0.0910 -1.1630
C -0.4878 4.5354 -3.2622 -0.0164 0.0453 0.1270 -1.2521
C -0.0254 3.2800 -3.5993 -0.0510 -0.0005 -0.0207 1.8367
C 0.4427 3.0619 -5.0195 -0.0413 -0.0539 -0.0614 -1.7502
N 0.3417 -0.8250 -1.7297 0.0154 -0.0362 -0.1554 0.7857
C 0.6739 -2.2079 -1.6725 -0.0392 0.0720 -0.2943 -0.1246
C 1.9922 -2.6155 -1.4862 -0.1602 -0.0238 -0.4194 -0.7209
C 2.3200 -3.9626 -1.4966 -0.0917 -0.0783 -0.1110 -1.1095
C 1.3297 -4.9150 -1.6872 0.1071 0.0466 0.0568 -0.9907
C 0.0198 -4.5053 -1.8992 -0.0948 0.0489 0.0178 -0.8737
C -0.3252 -3.1584 -1.9154 0.1147 -0.1051 -0.0100 1.4076
C -1.7022 -2.6989 -2.2806 -0.1061 -0.0466 0.0070 -1.4335
H 1.8593 -3.0522 -7.1865 0.0060 -0.0059 0.0046 0.4216
H 0.5382 -2.1770 -6.3977 -0.0007 0.0063 -0.0053 0.3434
H 1.4063 -3.4366 -5.5277 0.0004 0.0016 0.0044 0.2550
H 3.9750 -2.0229 -7.2379 -0.0025 0.0013 -0.0041 0.3752
H 5.6016 -0.3508 -6.4207 0.0038 0.0069 -0.0078 0.3944
H 5.0442 1.0081 -4.4152 0.0050 -0.0079 0.0171 0.4664
H 2.9077 0.6880 -3.2607 0.0277 0.0064 0.0160 0.5606
H 0.6808 -1.9907 -3.9796 0.0431 -0.0552 0.1228 0.6065
H 0.4353 1.0933 -4.2072 0.0438 0.0185 -0.0804 0.1583
H -1.0820 4.0474 -0.0224 0.0566 -0.0100 -0.0095 -0.2283
H -1.2988 5.7608 -1.6841 0.0052 0.0212 -0.0044 0.5280
H -0.5065 5.3119 -4.0189 -0.0076 0.0061 0.0060 0.2982
H 0.4818 4.0172 -5.5410 0.0003 -0.0077 0.0023 0.3859
H -0.2322 2.4167 -5.5954 -0.0014 -0.0151 0.0311 0.3262
H 1.4409 2.6193 -5.0729 0.0348 0.0103 0.0261 0.3060
H 2.7588 -1.8599 -1.3493 -0.0521 -0.2361 -0.3423 0.7503
H 3.3502 -4.2643 -1.3524 0.0129 -0.0053 0.0205 0.4500
H 1.5750 -5.9698 -1.6826 0.0033 -0.0066 -0.0103 0.4190
H -0.7561 -5.2430 -2.0746 0.0043 -0.0090 -0.0022 0.3973
H -2.4291 -3.5059 -2.1820 -0.0015 -0.0095 0.0037 0.4431
H -1.7340 -2.3469 -3.3174 -0.0067 0.0038 -0.0019 0.3200
H -2.0107 -1.8653 -1.6568 -0.0523 0.0685 0.0769 0.0455
O 3.7250 0.0698 -0.6681 -0.0132 -0.0716 -0.0195 -0.8070
C 2.6321 0.1874 -0.1508 -0.1581 0.3236 0.0759 0.2322
O 1.8608 1.2255 -0.2266 0.4223 0.0518 -0.3358 -1.0662
C 2.0370 -0.8850 0.7266 0.0973 -0.0046 0.2519 1.2708
C 2.7633 -2.1057 1.0393 -0.0400 0.0093 0.5139 -1.4285
C 2.1513 -3.0470 1.7507 0.1230 0.1249 0.0728 -0.4396
C 0.8037 -2.8490 2.3309 0.1468 -0.0255 0.0098 1.1131
C -0.6412 -4.0440 3.5017 -0.0373 0.0073 0.0239 -0.6283
C -1.9387 -3.4544 3.9167 0.0009 0.0330 0.0338 -1.0979
C -2.0726 -2.1755 4.2508 -0.0767 -0.0322 0.0169 -1.5429
C -0.9166 -1.2947 4.5437 -0.0690 0.0938 -0.0479 -0.1882
C 0.2039 -1.4324 2.1398 0.3397 -0.1363 0.1357 -0.8469
N 0.8947 -0.5832 1.1825 0.2034 -0.0923 -0.2105 0.0815
H 3.7498 -2.2200 0.6138 0.0073 -0.0017 0.0473 0.6378
H 2.6387 -4.0004 1.9239 -0.0031 -0.0041 0.0247 0.4090
H -0.5626 -5.0898 3.8075 0.0268 0.0043 -0.0126 0.4109
H -2.8268 -4.0678 3.8040 -0.0048 -0.0081 -0.0211 0.3471
H -3.0582 -1.7655 4.4365 -0.0043 0.0246 -0.0417 0.4313
H -1.1259 -0.6172 5.3549 0.0039 0.0151 -0.0123 0.9298
C 1.0212 5.3426 2.0931 0.0772 0.0552 0.0122 -1.6295
C 1.7512 4.1849 1.4256 -0.1974 -0.0946 -0.2698 1.5512
C 2.8642 3.6553 2.3100 0.0254 -0.0454 0.0200 -1.5170
C 2.3084 4.5730 0.0600 0.0770 0.0975 0.0088 -1.5021
O 0.7607 3.1768 1.1917 0.0807 0.6113 -0.0152 2.0235
H 1.7336 6.1207 2.3776 -0.0179 0.0057 -0.0197 0.4039
H 0.5103 4.9918 2.9901 0.0083 -0.0154 0.0186 0.2567
H 0.2831 5.7736 1.4155 -0.0220 -0.0205 -0.0117 0.2643
H 3.6270 4.4324 2.4025 0.0187 -0.0268 0.0155 0.5948
H 3.3131 2.7639 1.8731 0.0117 0.0148 -0.0339 0.1769
H 2.4968 3.3945 3.2960 -0.0170 0.0431 0.0240 0.1694
H 3.1088 5.3059 0.1913 -0.0158 0.0034 -0.0212 0.5057
H 1.5351 5.0028 -0.5753 -0.0158 -0.0080 0.0091 0.2548
H 2.7142 3.6924 -0.4382 0.0086 -0.0180 0.0150 0.1383

No. 2
125
Properties=species:S:1:pos:R:3:forces:R:3:mulliken_charge:R:1 method="wB97M-V/def2-TZVPD" lumo_energy_ha="0.128 / 0.128" orbital_gap_ev="4.7 / 4.7" fmax_ev_per_a=0.920 total_charge=-2 relative_energy_kcal_mol=155.0 spin_multiplicity=1 mol_weight_da=1336.2 total_energy_ha=-6364.3517
Rb -0.1976 -0.5880 -0.9744 0.1693 0.5193 0.7398 1.2621
C 4.7959 3.7027 -5.1059 -0.1049 -0.0133 -0.0967 -0.7467
C 4.1042 3.8932 -6.3569 0.0894 -0.0029 0.1052 -0.5456
C 2.9935 3.1771 -6.6763 -0.0157 -0.1317 0.1235 -0.7521
C 2.5082 2.2126 -5.7426 0.0746 0.1484 -0.2065 -0.3499
C 1.4301 1.3596 -5.7181 -0.0651 -0.0543 0.1066 -0.2506
N 1.4462 0.6505 -4.5067 -0.3049 -0.1342 0.2074 0.5486
C 2.4979 1.1110 -3.7152 0.1524 -0.0724 -0.0192 -1.3546
N 2.7070 0.6826 -2.4181 -0.5778 -0.2537 -0.1956 0.4163
C 3.3382 -0.4506 -2.2453 0.4137 0.1757 -0.0793 -0.3466
C 4.4723 -1.0377 -3.0794 -0.1665 0.1821 0.0248 1.5375
C 5.2171 -0.5808 -4.1533 0.0637 -0.0398 -0.0041 0.0908
C 6.2794 -1.3688 -4.6003 -0.0723 0.0032 0.0569 -0.9857
C 6.5654 -2.5930 -4.0034 -0.0631 0.0234 0.0480 -0.3904
C 5.7864 -3.0699 -2.9505 0.0766 -0.0475 -0.0661 -0.6561
C 4.7638 -2.2672 -2.4935 -0.1473 -0.0057 0.1704 -0.4327
C 3.6253 -2.4667 -1.5486 0.0824 0.0313 -0.1931 -0.1278
N 3.0587 -3.6442 -1.4877 -0.2825 -0.0783 -0.0041 -0.6373
C 1.7096 -3.6156 -1.7669 -0.0271 0.0272 0.0040 -0.5357
N 1.0986 -2.5583 -2.3006 0.3971 -0.2949 -0.4981 0.1224
C -0.1214 -2.9313 -2.7594 -0.2102 0.0662 -0.1761 -0.2768
N -0.9884 -2.1469 -3.3791 -0.1920 0.2345 -0.2982 -0.0921
C -0.9720 -0.9479 -3.9234 -0.0990 -0.3919 -0.3384 -0.4430
N -2.1647 -0.5030 -4.4689 0.2898 -0.1810 0.0579 -0.6257
C -0.5706 0.7046 -5.5447 -0.1367 0.1444 0.2174 0.5039
N 0.1926 1.3273 -6.3576 0.2259 -0.0181 -0.2232 -0.8916
C -1.9784 0.4430 -5.3779 -0.1566 0.0820 -0.0784 -0.0672
C -2.8482 1.6473 -5.3957 0.1391 -0.1329 0.0072 -0.9646
C -2.4975 2.5472 -4.4703 0.1416 0.0015 0.1238 -0.1582
C -1.4244 2.3778 -3.4507 -0.2858 -0.1187 -0.1401 -1.0110
C -0.4609 1.4600 -3.2865 0.2652 -0.0055 -0.2647 -1.0688
C 0.0158 0.3209 -4.2264 -0.0154 0.3248 0.3648 1.8682
C -0.3508 -4.3323 -2.4551 -0.1022 0.1191 -0.0164 0.1089
C -1.4063 -5.2104 -2.6914 -0.0210 -0.0635 0.0359 -0.1554
C -1.2642 -6.5284 -2.2947 0.0838 0.0328 0.0336 -0.6734
C -0.0805 -6.9791 -1.6804 -0.0221 0.0831 -0.0303 -0.5625
C 0.9729 -6.1097 -1.4496 -0.0512 0.0000 0.0124 -0.3612
C 0.8280 -4.7778 -1.8317 0.2379 -0.0790 0.1480 0.1977
N 3.0444 -1.2827 -1.2441 0.0808 -0.0977 0.3140 -0.3402
C 3.1731 2.0540 -4.4768 0.1673 0.0988 0.0863 1.0437
C 4.3465 2.8057 -4.1864 -0.0690 0.0348 -0.1015 -0.1031
H 5.6800 4.2929 -4.8963 0.0049 0.0121 -0.0305 0.4074
H 4.4860 4.6258 -7.0591 0.0138 0.0140 0.0202 0.3724
H 2.4844 3.3255 -7.6209 -0.0093 -0.0039 0.0113 0.4736
H 4.9849 0.3564 -4.6386 0.0380 -0.0513 -0.0187 0.3287
H 6.8820 -1.0263 -5.4328 0.0026 0.0107 -0.0066 0.4265
H 7.3929 -3.1881 -4.3713 0.0107 0.0004 -0.0078 0.3594
H 5.9701 -4.0408 -2.5075 -0.0142 0.0087 -0.0009 0.4482
H -3.6500 1.8310 -6.1021 -0.0051 -0.0140 0.0227 0.3999
H -3.0493 3.4813 -4.4015 0.0202 0.0066 0.0014 0.5148
H -1.4826 3.0990 -2.6422 -0.0137 0.0343 0.0039 0.3053
H 0.1750 1.5745 -2.4139 0.0236 0.1263 -0.0745 1.1753
H -2.3106 -4.8595 -3.1745 0.0083 0.0039 -0.0047 0.5117
H -2.0755 -7.2279 -2.4595 -0.0034 -0.0185 0.0007 0.3844
H 0.0019 -8.0181 -1.3835 -0.0007 -0.0051 -0.0034 0.3694
H 1.8895 -6.4465 -0.9793 -0.0162 -0.0010 -0.0131 0.4849
H 4.8603 2.6603 -3.2421 -0.0280 -0.0086 -0.0174 0.5074
O -2.6339 1.1733 -0.5250 -0.5823 -0.0493 0.1439 0.3539
P -3.9296 1.2089 0.2391 0.5681 -0.0558 -0.3264 -0.5122
C -4.3689 -0.4529 0.8943 -0.1236 -0.0745 -0.0171 0.6781
C -3.6065 -1.5307 0.1148 -0.1645 -0.0959 -0.2396 -0.8798
C -4.2768 -1.8808 -1.2143 -0.0202 0.0426 0.1122 0.7497
C -5.7031 -2.3690 -0.9666 0.0349 -0.0172 0.0531 -1.2210
C -6.5318 -1.3158 -0.2290 0.1003 0.0189 0.0161 0.0568
C -5.8468 -0.8533 1.0622 0.0522 -0.0098 -0.0276 -1.7305
C -3.6486 2.1838 1.7588 -0.0198 0.1199 0.1155 1.4664
C -4.6226 2.1184 2.9453 0.0903 0.0177 0.0169 -1.0605
C -5.7196 3.1798 2.9307 0.0620 0.0141 -0.0733 -0.4761
C -5.1300 4.5778 2.7452 0.0629 -0.0262 0.0179 -1.1643
C -4.2697 4.6519 1.4831 -0.0222 -0.0850 0.0201 -0.0947
C -3.1456 3.6154 1.5168 -0.0830 -0.0187 0.0621 -1.0367
C -5.2038 1.8187 -0.9159 -0.1009 0.1378 -0.1166 1.2577
C -4.5984 2.9599 -1.7700 -0.0417 -0.0232 0.0129 -0.1757
C -5.6840 3.7249 -2.5410 -0.0179 -0.0228 0.0165 -0.8857
C -6.8110 2.7778 -2.9433 0.0371 -0.0327 0.0389 -0.8278
C -7.5493 2.2694 -1.6921 0.0400 0.0200 0.0067 -1.1064
C -6.6186 2.1923 -0.4667 0.0491 -0.0065 -0.0676 -1.0652
H -3.9257 -0.4178 1.8935 0.0295 -0.0320 0.0492 0.7137
H -3.5416 -2.4285 0.7381 0.0130 0.0061 0.0481 0.7675
H -2.5966 -1.1775 -0.0537 -0.0015 -0.0835 0.0285 -0.8841
H -3.6895 -2.6370 -1.7382 0.0049 -0.0196 0.0097 0.1192
H -4.2787 -1.0072 -1.8757 0.0167 -0.0150 0.0037 -0.3015
H -5.6602 -3.2793 -0.3556 -0.0044 0.0045 -0.0238 0.3564
H -6.1900 -2.6405 -1.9068 -0.0033 0.0181 -0.0048 0.4806
H -7.5229 -1.7103 0.0143 -0.0048 -0.0142 0.0136 0.4556
H -6.6984 -0.4689 -0.8973 0.0052 0.0434 -0.0216 -0.3472
H -5.8576 -1.6924 1.7670 0.0071 -0.0092 0.0013 0.5812
H -6.4227 -0.0564 1.5401 -0.0118 0.0137 -0.0019 0.2926
H -2.7640 1.6027 2.0461 0.0467 0.0612 0.0514 -0.9632
H -4.0186 2.2784 3.8466 -0.0081 -0.0237 0.0038 0.6036
H -5.0494 1.1194 3.0514 -0.0254 -0.0091 -0.0221 0.2796
H -6.2891 3.1273 3.8626 0.0082 0.0082 0.0159 0.4631
H -6.4267 2.9756 2.1251 -0.0428 -0.0048 -0.0528 0.0786
H -4.5047 4.8177 3.6145 -0.0185 -0.0014 -0.0164 0.3884
H -5.9265 5.3266 2.7127 -0.0045 0.0008 -0.0125 0.4554
H -3.8434 5.6520 1.3716 0.0067 0.0125 0.0087 0.4639
H -4.9086 4.4892 0.6099 -0.0115 -0.0100 -0.0232 -0.1543
H -2.4737 3.8730 2.3442 0.0066 -0.0212 -0.0055 0.5926
H -2.5314 3.6437 0.6150 -0.0203 -0.0045 -0.0147 0.0790
H -5.2861 0.9496 -1.5761 -0.0345 -0.0531 -0.0660 0.2446
H -3.8926 2.5108 -2.4634 -0.0302 -0.0360 0.0319 -0.7804
H -4.0172 3.6491 -1.1551 -0.0183 0.0009 0.0178 0.1690
H -5.2414 4.1991 -3.4201 -0.0030 -0.0005 0.0045 0.5320
H -6.0962 4.5341 -1.9262 0.0018 -0.0071 -0.0044 0.3198
H -6.3745 1.9368 -3.4909 -0.0098 0.0111 0.0067 0.2762
H -7.5143 3.2603 -3.6255 0.0021 0.0099 0.0010 0.5487
H -7.9800 1.2838 -1.8882 0.0130 0.0035 -0.0149 0.2892
H -8.3863 2.9350 -1.4614 -0.0073 -0.0052 0.0061 0.4674
H -7.0269 1.4916 0.2601 0.0035 -0.0180 0.0367 0.0041
H -6.5906 3.1662 0.0223 0.0222 0.0582 0.0338 0.8129
O 0.6383 1.3355 0.9384 -0.0402 -0.1163 0.2342 0.1111
O -0.5869 1.1652 1.6537 0.0974 0.2669 0.0788 -0.4366
I -0.9520 -0.7230 2.6641 0.0609 0.0120 0.2221 0.1558
I -2.0082 -3.0377 4.0838 0.0333 0.0280 -0.0525 -0.5466
Br 3.8444 6.2122 2.3796 -0.0137 -0.0164 0.0058 -0.2734
C 2.8104 4.6647 1.9583 -0.0788 -0.0462 0.0288 -0.0350
C 3.1447 3.9016 0.8480 0.0017 -0.0860 -0.0663 -0.5011
C 2.3906 2.7846 0.5361 0.1697 0.1225 -0.0445 -0.2281
C 1.3082 2.4430 1.3452 -0.0699 -0.2902 -0.2489 -0.1954
C 0.9690 3.2016 2.4519 0.0409 0.1767 0.1192 -0.4587
C 1.7367 4.3240 2.7579 -0.0431 -0.0519 0.0066 -0.5594
H 3.9829 4.1803 0.2232 -0.0106 -0.0034 0.0071 0.4855
H 2.6156 2.1700 -0.3328 -0.0099 0.0269 0.0295 0.6051
H 0.1225 2.9131 3.0566 0.0176 0.0130 -0.0110 0.4836
H 1.4884 4.9288 3.6201 0.0027 -0.0030 -0.0022 0.3999